A molecular structure, C21H26Cl5N2O3SiTi, computed with ωB97M-V/def2-TZVPD.

```
59
Properties=species:S:1:pos:R:3:forces:R:3
Ti 0.489 0.131 0.315 0.550 -0.437 -0.160
Cl 1.035 -2.288 -0.459 0.015 0.159 -0.025
C -1.046 -1.597 0.559 -0.366 0.089 0.024
C -1.549 -0.628 -0.241 0.035 0.051 0.231
C -2.919 -0.594 -0.354 -0.106 0.070 -0.094
Cl -3.694 0.667 -1.311 0.005 -0.023 -0.009
C -3.731 -1.540 0.284 0.109 -0.004 0.028
Cl -5.453 -1.503 0.104 -0.016 -0.006 -0.010
C -3.143 -2.519 1.097 0.014 0.039 -0.040
Cl -4.136 -3.668 1.929 0.002 -0.011 0.003
C -1.756 -2.549 1.244 0.021 -0.111 -0.062
Cl -0.983 -3.693 2.289 0.007 -0.019 0.029
C 1.464 3.096 2.602 0.011 -0.013 0.018
C 1.766 3.182 1.133 -0.016 0.076 -0.030
C 2.570 4.174 0.606 0.002 -0.008 -0.029
C 2.828 4.149 -0.773 -0.024 -0.018 0.030
C 2.302 3.168 -1.572 0.017 -0.004 -0.029
C 1.469 2.181 -0.980 0.071 0.175 -0.018
N 1.214 2.254 0.352 -0.109 -0.119 0.067
N 0.895 1.114 -1.534 -0.057 -0.161 -0.031
Si 0.981 0.527 -3.158 0.041 -0.031 0.018
C 2.623 -0.344 -3.452 -0.104 0.065 -0.048
C 0.800 1.933 -4.417 0.043 -0.091 0.002
C -0.443 -0.647 -3.461 0.071 0.065 0.021
H 2.111 3.763 3.172 0.004 0.001 -0.004
H 1.595 2.069 2.947 -0.003 -0.003 0.003
H 0.425 3.371 2.800 0.031 -0.001 -0.003
H 2.999 4.932 1.247 0.005 0.003 -0.001
H 3.467 4.908 -1.211 0.001 0.000 -0.002
H 2.531 3.121 -2.626 0.000 0.006 0.029
H 3.464 0.347 -3.350 -0.017 0.022 0.016
H 2.668 -0.789 -4.450 0.002 -0.002 -0.004
H 2.749 -1.135 -2.710 -0.031 -0.005 0.019
H 1.683 2.570 -4.496 -0.003 -0.017 -0.002
H -0.054 2.568 -4.172 -0.019 0.004 0.026
H 0.621 1.503 -5.407 -0.011 -0.001 0.001
H -0.382 -1.512 -2.800 0.031 -0.016 0.016
H -0.432 -0.995 -4.499 0.007 -0.004 -0.002
H -1.397 -0.150 -3.272 -0.005 0.025 -0.005
C -2.407 1.373 3.550 0.001 0.020 0.021
C -3.020 1.857 2.235 0.017 -0.002 -0.004
C -1.782 2.088 1.387 -0.001 0.000 -0.011
O -0.839 1.091 1.823 -0.088 0.078 0.092
C -1.264 0.496 3.065 0.021 -0.005 -0.007
H -3.107 0.821 4.176 0.001 -0.007 -0.003
H -2.022 2.219 4.125 -0.011 0.009 -0.006
H -3.623 2.758 2.342 0.002 0.007 -0.002
H -3.638 1.075 1.789 0.001 -0.004 0.009
H -1.342 3.075 1.565 -0.022 -0.010 -0.010
H -1.941 1.959 0.319 0.010 0.001 0.004
H -0.402 0.455 3.726 -0.007 0.011 0.000
H -1.598 -0.523 2.863 0.005 -0.012 -0.006
C 3.787 -0.825 2.517 -0.010 0.016 -0.020
C 2.609 -0.393 1.680 0.021 0.054 -0.076
O 2.766 -0.012 0.499 -0.023 0.084 0.052
O 1.449 -0.401 2.199 -0.097 0.016 0.003
H 4.644 -1.034 1.881 -0.007 -0.001 -0.005
H 3.521 -1.702 3.104 -0.010 -0.007 -0.006
H 4.045 -0.020 3.207 -0.010 0.003 0.002
```
Forces are in eV/Å.

total charge: -1
frontier orbital gap (alpha / beta): 6.9 / 7.1 eV
energy above the lowest of the compared OMol25 structures with the same formula, charge and spin: 4.4 kcal/mol
multiplicity: 3
DFT total energy: -124932.8852 eV